No. 1
Entry from the OMol25 dataset: a 11-piece molecular cluster, H22O11 overall at a distorted geometry (ωB97M-V with the def2-TZVPD basis set).

Each line ends with the Mulliken charge.
CARTESIAN COORDINATES (ANGSTROEM)
O1 -0.306 -0.514 -0.152  -0.62
H1 -0.752 0.269 0.189  0.30
H2 0.620 -0.373 0.074  0.31
O2 -4.036 -0.967 1.100  -0.55
H3 -4.699 -0.883 1.793  0.28
H4 -4.552 -1.048 0.290  0.33
O3 -1.119 -2.112 1.283  -0.60
H5 -1.311 -1.193 1.067  0.30
H6 -1.323 -2.591 0.473  0.29
O4 -0.306 3.359 0.862  -0.64
H7 0.343 3.664 0.219  0.33
H8 0.078 2.550 1.218  0.29
O5 2.805 1.267 3.180  -0.60
H9 3.547 1.880 3.133  0.30
H10 2.702 1.095 4.123  0.31
O6 -3.364 -0.329 -1.689  -0.60
H11 -4.217 -0.069 -2.053  0.30
H12 -3.269 0.217 -0.900  0.31
O7 5.137 -0.725 -0.906  -0.62
H13 4.750 -1.531 -1.268  0.32
H14 5.193 -0.131 -1.663  0.31
O8 -2.740 3.309 -0.668  -0.61
H15 -2.913 2.871 0.173  0.28
H16 -1.794 3.186 -0.806  0.33
O9 1.243 -1.745 1.368  -0.58
H17 1.543 -2.436 1.969  0.25
H18 0.749 -1.141 1.933  0.29
O10 2.240 2.462 -2.876  -0.62
H19 2.371 1.622 -3.330  0.31
H20 2.996 2.528 -2.282  0.31
O11 0.319 -4.018 -1.746  -0.62
H21 1.166 -3.895 -1.302  0.31
H22 -0.221 -4.483 -1.096  0.31

Values from the calculation:
- F_max (eV/Å) = 2.952
- structure (SMILES) = O.O.O.O.O.O.O.O.O.O.O
- DFT total energy (Eh) = -840.7387
- LUMO (eV) = 0.01
- ΔE to the lowest compared entry with this formula, charge and spin (eV) = 3.848


No. 2
Entry from the OMol25 dataset: C19H43Cl3OPbSi4 as an isolated structure at a distorted geometry (ωB97M-V with the def2-TZVPD basis set).

Each line ends with the Mulliken charge.
CARTESIAN COORDINATES (ANGSTROEM)
C1 -0.746 0.424 -4.292  0.93
C2 -1.577 -0.708 -4.092  0.53
C3 -0.740 -1.835 -3.868  0.73
C4 -3.049 -0.712 -4.126  -1.48
C5 0.615 -1.402 -3.929  0.50
C6 0.612 0.010 -4.158  0.05
C7 1.796 0.888 -4.186  -1.38
C8 -1.233 1.780 -4.601  -1.68
C9 -1.223 -3.210 -3.669  -1.69
C10 1.798 -2.251 -3.717  -1.29
Pb1 0.307 0.372 -0.898  0.62
Cl1 -2.258 -0.341 -0.513  -0.65
Cl2 -0.635 2.755 -1.576  -0.72
Cl3 0.539 -2.500 -0.603  -0.76
H1 -3.437 0.244 -3.751  0.31
H2 -3.441 -1.495 -3.466  0.34
H3 -3.436 -0.880 -5.148  0.29
H4 -2.053 -3.211 -2.950  0.33
H5 -0.432 -3.839 -3.257  0.35
H6 -1.586 -3.665 -4.607  0.32
H7 1.630 -2.932 -2.871  0.31
H8 2.676 -1.637 -3.499  0.27
H9 2.003 -2.846 -4.620  0.28
H10 2.650 0.395 -3.711  0.30
H11 1.600 1.836 -3.664  0.36
H12 2.085 1.106 -5.226  0.29
H13 -2.091 2.023 -3.961  0.39
H14 -1.543 1.874 -5.659  0.31
H15 -0.469 2.524 -4.368  0.35
O1 2.910 2.787 -0.802  -0.58
H16 3.146 3.704 -1.050  0.10
C11 3.249 0.153 0.755  -1.11
Si1 2.166 1.063 2.020  0.27
C12 2.725 0.682 3.770  -1.07
C13 2.168 2.878 1.626  -1.09
Si2 -0.050 0.151 1.903  -0.17
Si3 -0.167 -1.929 2.918  0.82
C14 -0.307 -1.522 4.766  -1.14
C15 -1.695 -2.871 2.345  -0.93
C16 1.401 -2.954 2.672  -0.94
Si4 -1.708 1.625 2.580  0.81
C17 -1.045 2.298 4.213  -1.05
C18 -1.995 3.063 1.396  -0.99
C19 -3.334 0.682 2.767  -0.98
H17 4.284 0.403 1.027  0.39
H18 3.114 0.523 -0.273  0.22
H19 3.120 -0.937 0.763  0.28
H20 3.730 1.121 3.850  0.40
H21 2.082 1.138 4.537  0.21
H22 2.805 -0.390 3.988  0.23
H23 2.513 2.865 0.171  0.34
H24 1.293 3.556 1.628  0.17
H25 3.070 3.385 2.002  0.42
H26 -1.215 -0.954 5.008  0.24
H27 -0.348 -2.486 5.299  0.39
H28 0.566 -0.964 5.134  0.27
H29 -1.559 -3.191 1.298  0.20
H30 -1.825 -3.769 2.969  0.34
H31 -2.622 -2.280 2.387  0.24
H32 1.463 -3.306 1.625  0.22
H33 2.334 -2.419 2.901  0.19
H34 1.352 -3.840 3.326  0.37
H35 -0.107 2.854 4.073  0.23
H36 -1.800 2.997 4.603  0.39
H37 -0.875 1.514 4.963  0.24
H38 -2.414 2.707 0.442  0.22
H39 -2.697 3.780 1.852  0.35
H40 -1.063 3.588 1.145  0.23
H41 -3.700 0.374 1.773  0.20
H42 -3.258 -0.214 3.400  0.20
H43 -4.070 1.367 3.218  0.38

Values from the calculation:
- F_max (eV/Å) = 3.375
- DFT total energy (Eh) = -3556.5183
- LUMO (spin up / spin down) (eV) = 4.16 / 3.97
- net charge = -2
- ΔE to the lowest compared entry with this formula, charge and spin (eV) = 0.347


No. 3
Entry from the OMol25 dataset: C16H31N2OPPbSi as an isolated structure at a distorted geometry (ωB97M-V with the def2-TZVPD basis set).

Each line ends with the Mulliken charge.
CARTESIAN COORDINATES (ANGSTROEM)
Pb1 -0.278 0.126 -0.124  0.71
Si1 2.401 0.149 -0.557  0.64
P1 -0.830 0.550 -2.609  0.54
N1 -0.322 -1.966 -0.164  -0.60
H1 -0.502 3.235 2.180  0.14
C1 -2.592 0.827 -2.835  -1.17
H2 -2.765 0.973 -3.908  0.41
H3 -2.914 1.711 -2.262  0.32
H4 -3.155 -0.045 -2.465  0.31
C2 0.100 2.007 -3.139  -0.97
H5 -0.222 2.201 -4.174  0.44
H6 1.187 1.824 -3.093  0.25
H7 -0.137 2.870 -2.490  0.20
C3 -0.302 -0.920 -3.515  -1.06
H8 -0.430 -0.696 -4.586  0.44
H9 -0.919 -1.784 -3.214  0.30
H10 0.748 -1.167 -3.285  0.23
C4 2.903 1.978 -0.321  -1.04
H11 2.642 2.364 0.678  0.27
H12 2.467 2.661 -1.069  0.23
H13 4.001 2.020 -0.423  0.41
H14 3.190 -0.668 0.400  -0.24
H15 2.611 -0.225 -1.985  -0.20
C5 -0.214 -3.224 -0.434  0.44
C6 -1.332 -5.387 -0.361  -0.52
C7 -1.370 -4.025 -0.167  -0.34
C8 0.989 -3.842 -0.926  -0.16
C9 1.018 -5.213 -1.118  -0.52
C10 -0.140 -5.971 -0.835  -0.37
H16 -2.224 -5.985 -0.146  0.33
H17 -2.251 -3.470 0.200  0.31
H18 1.846 -3.174 -1.113  0.21
H19 1.930 -5.696 -1.485  0.35
H20 -0.109 -7.052 -0.990  0.31
C11 -1.021 3.199 1.213  0.63
O1 -0.756 1.956 0.669  -0.53
C12 -2.507 3.293 1.508  -1.38
H21 -2.956 4.275 1.381  0.39
H22 -2.706 2.964 2.528  0.32
H23 -3.073 2.607 0.881  0.28
C13 -0.440 4.304 0.357  -1.25
H24 -1.170 4.628 -0.384  0.35
H25 0.427 3.959 -0.206  0.16
H26 -0.121 5.181 0.915  0.40
C14 1.352 0.390 5.388  -1.08
C15 0.676 -0.702 4.551  -0.33
C16 0.830 -0.441 3.130  0.22
N2 1.085 -0.210 2.012  -0.25
H27 2.415 0.435 5.149  0.31
H28 1.275 0.257 6.477  0.34
H29 0.946 1.372 5.154  0.29
H30 1.102 -1.677 4.803  0.28
H31 -0.382 -0.775 4.809  0.25

Values from the calculation:
- F_max (eV/Å) = 3.890
- DFT total energy (Eh) = -1636.4609
- LUMO (spin up / spin down) (eV) = -0.29 / 0.14
- ΔE to the lowest compared entry with this formula, charge and spin (eV) = 0.720


No. 4
Entry from the OMol25 dataset: C2H15F3HfO6 as an isolated structure at a distorted geometry (ωB97M-V with the def2-TZVPD basis set).

Each line ends with the Löwdin spin population.
CARTESIAN COORDINATES (ANGSTROEM)
Hf1 -0.746 0.710 -0.008  -0.01
F1 -2.009 1.262 1.921  0.00
F2 -1.274 2.982 -0.393  0.00
F3 -0.459 -1.153 -1.569  0.01
C1 2.040 -2.773 0.666  0.05
C2 2.039 -1.433 1.279  0.08
O1 0.809 -0.738 1.182  0.80
H1 1.158 -3.303 1.027  0.00
H2 2.956 -3.311 0.914  0.00
H3 2.052 -2.782 -0.424  0.00
H4 2.805 -0.882 0.733  0.04
H5 2.389 -1.395 2.311  0.00
O2 -3.004 0.651 -0.783  0.00
H6 -3.702 0.065 -0.489  0.00
H7 -3.434 1.245 -1.399  0.00
O3 -1.074 1.321 -2.609  0.00
H8 -0.932 2.250 -2.792  0.00
H9 -0.882 0.881 -3.436  0.00
O4 -1.956 -1.269 0.929  0.01
H10 -2.083 -2.210 0.810  0.00
H11 -2.485 -1.050 1.695  0.00
O5 1.323 1.204 -1.257  0.00
H12 2.008 0.616 -1.575  0.00
H13 1.559 2.062 -1.609  0.00
O6 0.769 2.102 1.398  0.01
H14 1.210 1.912 2.226  0.00
H15 0.922 3.036 1.253  0.00

Values from the calculation:
- F_max (eV/Å) = 3.993
- DFT total energy (Eh) = -884.0983
- spin multiplicity = 2
- LUMO (spin up / spin down) (eV) = -3.37 / -6.95
- net charge = +1


no.,molar mass (u)
1,198.16
2,713.46
3,533.70
4,370.62